The following is a DFT calculation (ωB97M-V with the def2-TZVPD basis set) of C48H59N2OP2Sc as an isolated structure at a distorted geometry.

Summary:
orbital gap	0.3022	Ha
lowest unoccupied orbital energy	-0.180	Ha
relative energy (zero: lowest compared OMol25 entry of this formula, charge and spin)	1.1097	eV
calculated total energy	-3492.28635	Eh

Structure (ORCA input):
```
! RIJCOSX wB97M-V def2-TZVPD def2/J DEFGRID3
* xyz 2 1
Sc 0.10998 -1.68146 -1.03467
N -1.71403 -1.38498 -2.64170
C -2.77491 -0.66730 -1.97172
C -3.34243 0.46545 -2.59628
C -4.27672 1.25373 -1.97067
C -4.68862 0.85954 -0.71641
C -4.13785 -0.27281 -0.09129
C -3.12158 -1.00565 -0.66083
P -2.27580 -2.45939 0.04483
C -2.00689 -2.39330 1.82108
C -1.18876 -1.40062 2.37858
C -1.06248 -1.23266 3.76039
C -1.64389 -2.11885 4.64709
C -2.38163 -3.15476 4.12603
C -2.54357 -3.32145 2.75145
C -3.33428 -3.85599 -0.41051
C -2.87182 -5.01574 -1.07175
C -3.73915 -5.95404 -1.56154
C -5.10995 -5.78048 -1.42830
C -5.61188 -4.68614 -0.72600
C -4.74991 -3.75314 -0.21779
H -1.49684 -0.89151 -3.51075
H -2.13746 -2.27100 -2.92648
H -2.89160 0.73751 -3.58269
H -4.68978 2.14522 -2.44052
H -5.43884 1.45946 -0.26033
H -4.44626 -0.44047 0.95551
H -0.74961 -0.65817 1.77013
H -0.52343 -0.37194 4.07773
H -1.55545 -2.03846 5.72247
H -2.90128 -3.89653 4.70214
H -3.17436 -4.10347 2.38528
H -1.79020 -5.19962 -1.22911
H -3.35359 -6.88584 -1.99834
H -5.74724 -6.53258 -1.90913
H -6.62812 -4.70316 -0.44443
H -5.17972 -2.98194 0.38891
N 1.06535 -3.31511 0.22338
C 2.22554 -2.69969 0.78392
C 2.42026 -2.87452 2.19625
C 3.55509 -2.31747 2.74129
C 4.48353 -1.63097 1.98537
C 4.25427 -1.48075 0.61637
C 3.14395 -2.06056 -0.02981
C 3.05913 -2.15333 -1.54095
C 4.26415 -2.32726 -2.22265
C 4.26521 -2.44856 -3.61180
C 3.09021 -2.35446 -4.36999
C 1.89692 -2.30930 -3.64642
C 1.82026 -2.21435 -2.24502
H 0.53833 -3.81280 0.93596
H 1.29564 -4.05724 -0.41057
H 1.74354 -3.40362 2.80613
H 3.70484 -2.50785 3.83925
H 5.37925 -1.19550 2.46636
H 4.99964 -0.98234 -0.04395
H 5.23020 -2.32670 -1.74530
H 5.16439 -2.66179 -4.14422
H 3.03528 -2.47276 -5.44406
H 0.99641 -2.41471 -4.22903
O 0.35091 0.16520 -0.47915
P 0.62108 1.70794 -0.25889
C -1.06609 2.35689 -0.19853
C -1.16261 3.83759 -0.66435
C -1.18792 4.82330 0.52283
C -2.14881 4.42140 1.64859
C -1.92626 2.99558 2.17169
C -1.96964 2.01406 0.96040
C 1.69612 1.80637 1.26243
C 1.28351 0.71630 2.19248
C 2.20320 0.59181 3.37025
C 2.52491 1.98366 3.97992
C 1.46154 2.97676 3.53432
C 1.66022 3.15969 1.97277
C 1.37828 2.32942 -1.81855
C 1.90835 1.27909 -2.73414
C 2.70697 1.87575 -3.90451
C 2.35371 3.34560 -4.13122
C 2.67319 4.19376 -2.88440
C 2.43562 3.42511 -1.53614
H -1.43318 1.73400 -0.97893
H -2.03944 4.02360 -1.28423
H -0.31038 4.08475 -1.25762
H -1.42671 5.80955 0.16760
H -0.22621 4.95137 0.97931
H -3.17458 4.55681 1.25618
H -2.03471 5.04225 2.53707
H -2.68982 2.78199 2.90085
H -0.99977 2.89552 2.72694
H -3.02404 2.00533 0.60060
H -1.74308 1.02543 1.22048
H 2.69832 1.63539 0.93165
H 1.20526 -0.26958 1.73457
H 0.30885 0.84155 2.57505
H 3.12695 0.08228 3.11138
H 1.74946 -0.10361 4.11983
H 3.53241 2.26509 3.61829
H 2.56989 1.88821 5.07804
H 1.53510 3.86070 4.09140
H 0.45950 2.66124 3.84546
H 2.60443 3.64909 1.76452
H 0.90856 3.79845 1.49134
H 0.53419 2.78931 -2.38593
H 1.08712 0.62818 -3.07565
H 2.58074 0.69665 -2.07906
H 2.56435 1.31481 -4.83868
H 3.79826 1.69545 -3.76032
H 1.31817 3.45625 -4.37402
H 2.91568 3.66699 -5.03620
H 2.11524 5.16794 -2.92842
H 3.77194 4.44296 -2.84207
H 2.10742 4.17022 -0.83612
H 3.35235 2.96070 -1.12004
*
```



The following is a DFT calculation (ωB97M-V with the def2-TZVPD basis set) of a 11-piece molecular cluster, C39H106N6O11 overall at a distorted geometry.

Summary:
SMILES	COC[C@H](C)N.COC[C@H](C)N.COC[C@H](C)N.COC[C@H](C)N.COC[C@H](C)N.COC[C@H](C)N.CC(C)O.CC(C)O.CC(C)O.CC(C)O.CC(C)O
orbital gap	0.3282	Ha
lowest unoccupied orbital energy	0.017	Ha
relative energy (zero: lowest compared OMol25 entry of this formula, charge and spin)	1.4352	eV
calculated total energy	-2705.47584	Eh

Structure (ORCA input):
```
! RIJCOSX wB97M-V def2-TZVPD def2/J DEFGRID3
* xyz 0 1
C -0.82324 5.79389 0.28757
O -0.82049 4.91944 -0.89539
C -2.00733 4.11210 -0.98366
C -1.85523 3.07453 -2.12127
C -1.76018 3.64308 -3.57316
N -2.93824 2.12151 -2.05041
H 0.12597 6.32720 0.33945
H -1.02944 5.27520 1.22380
H -1.66719 6.48232 0.24378
H -2.22682 3.64930 -0.02151
H -2.87486 4.74392 -1.17421
H -1.00436 2.42115 -1.92834
H -1.56347 2.83414 -4.27675
H -1.02665 4.43942 -3.69922
H -2.71461 4.12527 -3.78452
H -2.94005 1.39394 -2.75094
H -3.00368 1.62028 -1.17601
C -1.03390 6.03997 4.08322
O -1.80479 4.84533 3.92064
C -1.07443 3.60162 4.11570
C -2.02149 2.37845 4.03094
C -1.28815 1.02442 4.36793
N -2.58722 2.14778 2.71348
H -0.43639 5.98621 4.99328
H -1.68970 6.90999 4.11625
H -0.42499 6.16209 3.18745
H -0.29184 3.44356 3.37363
H -0.65923 3.63602 5.12294
H -2.83356 2.59353 4.72547
H -0.39260 0.75401 3.80849
H -2.04675 0.26275 4.18769
H -0.94263 1.04863 5.40143
H -3.12131 2.98822 2.54460
H -3.24807 1.42860 2.45627
C 0.69596 -4.84766 -1.92960
O 1.99832 -4.30109 -1.83740
C 2.40736 -3.84604 -0.53425
C 3.87902 -3.41658 -0.48487
C 4.25742 -3.08139 1.00582
N 4.03412 -2.14387 -1.20607
H -0.11134 -4.11893 -1.85667
H 0.45810 -5.67491 -1.26089
H 0.61734 -5.28318 -2.92571
H 1.77890 -3.08400 -0.07335
H 2.32565 -4.76566 0.04516
H 4.58198 -4.11340 -0.94136
H 5.26898 -2.67547 1.01414
H 4.23679 -3.96717 1.64071
H 3.61086 -2.26706 1.33280
H 3.63236 -2.34498 -2.11064
H 3.41254 -1.54864 -0.67746
C -1.65780 -4.47175 0.84666
O -3.05498 -4.77646 0.47059
C -3.21480 -5.48924 -0.77858
C -3.63178 -6.89288 -0.38119
C -3.98440 -7.83133 -1.54815
N -4.85190 -6.88624 0.39292
H -1.15274 -3.78328 0.16915
H -1.13750 -5.38650 1.13062
H -1.53777 -3.87405 1.75024
H -3.96628 -4.98682 -1.38762
H -2.30608 -5.50050 -1.38042
H -2.88159 -7.35382 0.26133
H -3.95240 -8.88066 -1.25492
H -3.10620 -7.62117 -2.15863
H -4.84963 -7.53745 -2.14239
H -4.79377 -5.92504 0.69755
H -5.69040 -6.87784 -0.17006
C 4.99743 0.04680 -4.35137
O 5.11004 1.44987 -4.43785
C 3.96776 2.22201 -4.12382
C 3.06298 1.80413 -2.98443
C 1.73694 2.64884 -2.85910
N 3.82762 1.89881 -1.70337
H 4.07421 -0.30702 -4.81027
H 5.11847 -0.31530 -3.33042
H 5.74889 -0.50026 -4.92070
H 4.30524 3.24683 -3.96907
H 3.35579 2.23693 -5.02569
H 2.80430 0.75036 -3.08809
H 1.91774 3.72372 -2.85301
H 1.19273 2.41121 -1.94506
H 1.01030 2.28836 -3.58722
H 3.94151 2.85608 -1.40213
H 4.77286 1.56774 -1.83383
C -6.56336 -0.96308 -2.88804
O -5.53919 -0.52092 -2.05011
C -5.52344 -1.15091 -0.80540
C -4.43288 -0.44239 0.08473
C -4.33811 -1.12213 1.43515
N -4.80393 0.90723 0.33150
H -7.55623 -0.83484 -2.45691
H -6.38818 -2.01104 -3.13132
H -6.54419 -0.24902 -3.71136
H -6.50458 -1.07702 -0.33636
H -5.28268 -2.21116 -0.88292
H -3.52285 -0.41780 -0.51472
H -5.27422 -1.14200 1.99319
H -3.78402 -0.46521 2.10563
H -3.87897 -2.11048 1.45669
H -5.61678 0.94290 0.92990
H -5.18043 1.20894 -0.55581
C 2.83967 4.53342 1.08306
C 2.92338 5.26226 -0.24654
C 3.11691 6.75350 -0.05698
O 3.96548 4.74084 -1.07137
H 1.89736 4.78206 1.57125
H 3.67697 4.80872 1.72433
H 2.90704 3.45030 0.98098
H 2.04775 5.10045 -0.87517
H 3.95361 6.93250 0.61830
H 2.19207 7.20507 0.30198
H 3.25299 7.27840 -1.00253
H 4.78660 4.99064 -0.64132
C 4.79267 0.30506 1.49099
C 5.50972 1.61800 1.29877
C 5.36343 2.57024 2.44602
O 6.81550 1.33914 1.00371
H 4.93787 -0.20860 2.44135
H 4.90699 -0.38582 0.65570
H 3.72102 0.50339 1.50911
H 5.08327 2.24238 0.51366
H 4.34302 2.43596 2.80494
H 5.65657 3.59951 2.23918
H 6.00974 2.23001 3.25511
H 7.20037 0.87603 1.75138
C -1.86264 -1.44781 -2.21515
C -2.57010 -1.47234 -3.59540
C -3.22596 -2.81236 -3.92614
O -3.43035 -0.38317 -3.71673
H -2.45532 -1.89545 -1.41737
H -1.63813 -0.42714 -1.90540
H -0.91658 -1.97798 -2.32466
H -1.78339 -1.21743 -4.30548
H -4.05553 -3.09455 -3.27783
H -2.52433 -3.64285 -3.84798
H -3.66997 -2.73029 -4.91822
H -4.16921 -0.56936 -3.13275
C -0.05521 -0.64427 0.94523
C 0.57992 0.44340 0.02964
C 0.74435 1.74195 0.81346
O 1.84578 0.02200 -0.45205
H -0.07860 -1.59867 0.41923
H -1.00850 -0.31690 1.36014
H 0.59891 -0.83982 1.79493
H -0.03922 0.60427 -0.85291
H 1.16429 2.49160 0.14279
H 1.45369 1.64715 1.63562
H -0.24995 2.01066 1.17021
H 2.36283 0.74861 -0.80742
C 0.27923 -3.80391 4.16649
C 1.78474 -3.68445 3.87577
C 2.19335 -2.21062 4.28375
O 2.45748 -4.59771 4.75483
H 0.12302 -3.92119 5.23885
H -0.19832 -4.62650 3.63414
H -0.21508 -2.88240 3.85896
H 2.13160 -3.91899 2.86941
H 3.27834 -2.11465 4.24254
H 1.88038 -1.91805 5.28602
H 1.72720 -1.50645 3.59458
H 2.14275 -5.46135 4.47793
*
```



The following is a DFT calculation (ωB97M-V with the def2-TZVPD basis set) of a 6-piece molecular cluster, C14H26Br10O2 overall at a distorted geometry.

Summary:
SMILES	O=C1CCCO1.BrCCBr.BrCCBr.BrCCBr.BrCCBr.BrCCBr
orbital gap	0.3773	Ha
lowest unoccupied orbital energy	0.006	Ha
calculated total energy	-26439.64788	Eh

Structure (ORCA input):
```
! RIJCOSX wB97M-V def2-TZVPD def2/J DEFGRID3
* xyz 0 1
O -20.30432 -0.54108 -9.07682
C -19.16555 -0.14908 -9.17351
C -18.37107 0.40901 -8.05207
C -16.96973 -0.01155 -8.36504
C -17.02869 -0.30627 -9.83839
O -18.41400 -0.16405 -10.28731
H -18.46199 1.49501 -8.03099
H -18.56342 0.12411 -7.01769
H -16.19672 0.72590 -8.14888
H -16.66168 -0.90773 -7.82647
H -16.42732 0.47401 -10.30487
H -16.66362 -1.31688 -10.02146
Br -16.27281 1.51536 -5.49086
C -14.86978 0.18451 -5.17027
C -15.39725 -0.88818 -4.17469
Br -16.50661 -2.12324 -5.24645
H -13.99528 0.67234 -4.73973
H -14.60622 -0.30520 -6.10772
H -16.03123 -0.42118 -3.42098
H -14.64521 -1.51827 -3.69981
Br -14.21754 2.29857 -9.78158
C -14.20870 2.04555 -11.71866
C -13.16179 1.03868 -12.02352
Br -12.61015 1.24288 -13.94962
H -14.09299 3.05911 -12.10258
H -15.19922 1.76700 -12.07835
H -13.45535 0.02225 -11.76123
H -12.24946 1.28602 -11.48077
Br -19.07051 4.12616 -7.18102
C -19.85202 5.78526 -6.32605
C -21.34475 5.52458 -6.16834
Br -22.30423 6.92221 -5.09693
H -19.64721 6.65150 -6.95516
H -19.31078 5.95665 -5.39557
H -21.64272 4.58535 -5.70232
H -21.70785 5.47470 -7.19488
Br -20.02746 -2.27786 -3.58661
C -20.01538 -2.41603 -5.60338
C -19.86076 -3.87697 -6.02274
Br -19.69237 -3.88081 -7.97665
H -19.20940 -1.78976 -5.98586
H -20.90106 -1.89214 -5.96284
H -20.75063 -4.45101 -5.76448
H -18.99473 -4.42574 -5.65268
Br -21.34817 2.92688 -10.17919
C -21.81541 1.49841 -11.50792
C -23.07607 1.92501 -12.26505
Br -23.85198 0.31065 -13.18640
H -21.89206 0.58718 -10.91472
H -21.01049 1.29525 -12.21427
H -22.90342 2.68419 -13.02791
H -23.75126 2.32582 -11.50903
*
```



The following is a DFT calculation (ωB97M-V with the def2-TZVPD basis set) of one molecule with the formula C2H4N2O2 at a distorted geometry.

Summary:
SMILES	[H]/N=C/N(O)C=O
orbital gap	0.3437	Ha
lowest unoccupied orbital energy	0.005	Ha
relative energy (zero: lowest compared OMol25 entry of this formula, charge and spin)	4.7792	eV
calculated total energy	-338.47756	Eh

Structure (ORCA input):
```
! RIJCOSX wB97M-V def2-TZVPD def2/J DEFGRID3
* xyz 0 1
H -2.15740 -1.61506 -0.45772
N -1.67418 -0.63542 -0.20556
C -0.42146 -0.79569 0.38120
N 0.19143 0.53725 0.30991
O -0.55493 1.65826 -0.01023
C 1.55077 0.48505 -0.04528
O 2.06507 -0.62652 -0.12913
H 0.42000 -1.58554 0.49564
H -1.52208 1.21658 -0.10409
H 2.10279 1.36109 -0.23474
*
```